1.
Below is a molecular structure, C9H15IN4Sn at a distorted geometry, with properties calculated with ωB97M-V/def2-TZVPD.

Geometry as XYZ:
```
30
Properties=species:S:1:pos:R:3:forces:R:3
C -1.702 1.238 -2.549 -1.3 2.2 -1.7
C -1.676 -1.352 -2.539 -1.1 -1.7 -0.6
H -2.688 1.472 -2.124 0.3 -0.6 0.1
H -1.775 0.807 -3.553 0.2 0.0 0.5
H -1.109 2.168 -2.588 0.5 -0.5 0.4
H -1.715 -2.333 -2.039 0.1 0.5 0.2
H -2.690 -1.017 -2.771 0.3 0.0 0.2
H -1.039 -1.437 -3.433 0.1 0.6 0.5
Sn -0.551 -0.035 -1.025 1.5 -0.3 1.3
C 1.428 0.017 -1.847 -0.1 0.1 -0.3
H 1.808 -1.011 -1.897 -0.1 0.3 0.0
H 2.059 0.625 -1.188 -0.2 -0.2 -0.2
H 1.383 0.460 -2.853 0.1 -0.2 0.3
I -2.869 -0.236 0.518 0.0 -0.2 -0.3
N 1.207 -1.492 2.646 -0.1 0.2 -0.5
C 1.093 -2.812 2.224 -0.1 0.7 -0.1
C 0.546 -2.768 0.974 0.0 0.4 0.0
N 0.348 -1.447 0.628 -0.1 1.0 0.2
C 0.759 -0.684 1.649 0.0 -1.1 0.1
C 0.636 0.768 1.659 -0.3 1.0 0.1
N 0.120 1.465 0.637 0.0 -1.0 0.2
C 0.065 2.794 1.011 0.1 -0.3 0.1
C 0.563 2.907 2.279 0.0 -0.7 -0.2
N 0.903 1.621 2.681 0.0 -0.2 -0.6
H 1.573 -1.156 3.531 0.0 -0.4 -0.2
H 1.406 -3.642 2.830 0.0 0.0 0.1
H 0.264 -3.574 0.306 0.2 0.1 0.2
H -0.343 3.549 0.351 0.2 -0.1 0.2
H 0.699 3.766 2.909 0.0 0.0 0.1
H 1.300 1.337 3.573 -0.1 0.4 -0.2
```
Positions in Å, forces in eV/Å.

Properties
E_HOMO (spin up / spin down), eV: -15.62 / -15.63
Total charge: +2
Frontier orbital gap (spin up / spin down), eV: 4.8 / 5.4
Multiplicity: 1

Mulliken population analysis, charges in e, atoms 1 to 8:
1 C -1.1184
2 C -1.1696
3 H 0.4294
4 H 0.4427
5 H 0.3919
6 H 0.3935
7 H 0.4493
8 H 0.4503

---

2.
Below is a single C4H8N2 molecule at a distorted geometry, with properties calculated with ωB97M-V/def2-TZVPD.

Geometry as XYZ:
```
14
Properties=species:S:1:pos:R:3:forces:R:3
C -0.489 1.734 1.630 -0.7 0.2 2.4
C 0.008 0.682 0.686 -0.2 0.1 0.2
N -0.602 0.751 -0.448 1.7 0.8 3.8
N -0.324 -0.200 -1.310 0.4 -5.7 -4.4
C -0.182 -1.727 -0.830 -1.4 1.6 0.0
C 0.925 -1.028 -1.564 -3.0 -1.0 -2.0
H -0.975 1.452 2.644 1.5 -0.4 -1.3
H 0.320 2.431 1.838 0.0 0.2 0.3
H -1.359 2.285 1.262 0.5 -0.1 -0.9
H 0.883 -0.104 0.949 -2.1 2.0 -0.5
H -0.018 -1.742 0.344 -0.9 -0.6 -2.7
H -1.020 -2.346 -1.460 2.5 1.2 2.2
H 1.022 -1.378 -2.665 0.0 1.2 1.9
H 1.810 -0.810 -1.077 1.7 0.4 1.1
```
Positions in Å, forces in eV/Å.

Properties
E_HOMO, eV: -8.30
Total charge: 0
SMILES: C/C=N/N1CC1
Frontier orbital gap, eV: 9.3
Multiplicity: 1
ΔE to the lowest compared entry with this formula, charge and spin, kcal/mol: 110.2

Mulliken population analysis, charges in e, atoms 1 to 8:
1 C -0.9256
2 C 0.1596
3 N -0.2676
4 N -0.3031
5 C -0.3357
6 C -0.2642
7 H 0.2596
8 H 0.2302

---

3.
Below is a molecular structure, C32H48N3O6SbSi3Ta, with properties calculated with ωB97M-V/def2-TZVPD.

Geometry as XYZ:
```
94
Properties=species:S:1:pos:R:3:forces:R:3
Ta 1.619 -0.206 0.457 0.0 0.2 -0.4
O 7.558 1.698 -0.135 0.0 0.1 0.0
C 6.280 1.346 -0.016 0.1 0.0 0.0
C 5.344 2.100 0.704 0.0 0.0 0.0
C 4.063 1.618 0.773 0.0 0.0 0.0
N 3.706 0.477 0.196 0.1 0.0 0.0
C 4.581 -0.214 -0.536 0.0 0.0 0.0
C 5.885 0.167 -0.670 0.0 0.0 0.0
C 3.896 -1.375 -1.188 -0.1 0.0 0.0
O 4.410 -2.172 -1.909 0.0 0.0 0.0
O 2.599 -1.354 -0.853 0.1 -0.1 -0.1
C 2.802 2.251 1.318 -0.1 -0.2 0.2
O 2.982 3.357 2.157 0.0 0.1 0.0
O 2.030 1.211 1.770 0.0 0.2 0.0
H 7.748 2.519 0.339 0.0 -0.1 0.0
H 5.607 3.028 1.196 0.0 0.0 0.0
H 6.581 -0.409 -1.262 0.0 0.0 0.0
C -1.251 1.261 2.086 0.0 0.0 0.0
Sb -1.622 1.159 -0.040 0.1 0.0 0.0
C 0.557 1.315 -0.577 -0.1 0.2 -0.1
C 0.842 2.744 -0.107 0.1 -0.1 0.0
C -0.035 3.767 -0.058 0.0 0.1 0.0
C 0.281 4.988 0.673 0.0 0.0 0.0
C 1.454 5.194 1.271 0.0 0.0 0.0
C 2.541 4.225 1.038 0.0 -0.1 0.0
N 2.164 3.035 0.270 0.0 0.0 -0.1
Si 0.885 1.328 -2.482 0.0 0.0 0.1
C -0.198 2.647 -3.248 0.0 0.0 0.0
C 2.656 1.838 -2.812 0.1 0.0 0.0
C 0.645 -0.355 -3.250 0.0 0.0 -0.1
C -2.362 -0.883 -0.339 0.2 -0.1 -0.1
C -1.419 -2.047 -0.489 0.0 0.1 0.0
C -2.039 -3.300 -0.646 0.0 0.0 -0.1
C -1.330 -4.470 -0.739 0.0 0.0 0.0
C 0.049 -4.386 -0.674 0.0 0.0 0.0
C 0.610 -3.143 -0.527 0.0 0.1 0.0
N -0.066 -1.971 -0.434 -0.2 0.0 0.2
Si -3.585 -0.658 -1.833 0.0 0.0 0.1
C -4.379 -2.227 -2.476 0.0 -0.1 0.0
C -2.803 0.089 -3.357 0.0 0.0 0.0
C -4.971 0.475 -1.283 -0.1 0.0 0.0
Si -3.476 -1.268 1.200 0.0 0.0 0.0
C -2.394 -2.158 2.441 0.0 0.0 0.1
C -4.936 -2.406 0.898 -0.1 0.0 0.0
C -4.277 0.288 1.909 0.0 0.0 0.1
H -0.266 1.686 2.261 0.0 0.0 0.0
H -1.320 0.297 2.576 0.0 -0.1 0.0
H -2.001 1.933 2.499 0.0 0.0 0.0
H -1.014 3.689 -0.502 0.0 0.0 0.0
H -0.504 5.727 0.768 0.0 0.0 0.0
H 1.663 6.079 1.857 0.0 0.0 0.0
H 3.442 4.699 0.638 0.0 0.0 0.0
H 0.270 3.625 -3.115 0.0 0.0 0.0
H -1.201 2.707 -2.825 0.0 0.0 0.0
H -0.297 2.466 -4.321 0.0 0.0 0.0
H 2.934 2.751 -2.282 0.0 0.0 0.0
H 2.747 2.031 -3.885 0.0 0.0 0.0
H 3.381 1.057 -2.573 0.0 0.0 0.0
H -0.210 -0.899 -2.858 -0.1 0.0 0.0
H 1.529 -0.978 -3.104 0.0 0.0 0.0
H 0.499 -0.228 -4.326 0.0 0.0 0.0
H -3.113 -3.333 -0.679 0.0 0.0 0.0
H -1.840 -5.418 -0.850 0.0 0.0 0.0
H 0.692 -5.252 -0.736 0.0 0.0 0.0
H 1.679 -3.083 -0.490 0.1 0.0 0.0
H -3.659 -2.881 -2.970 0.0 0.0 0.0
H -5.088 -1.896 -3.241 0.0 0.0 0.0
H -4.942 -2.811 -1.747 0.0 0.0 0.0
H -2.218 -0.649 -3.905 0.1 0.0 0.0
H -2.182 0.966 -3.190 0.0 0.0 0.0
H -3.625 0.397 -4.010 0.0 0.0 0.0
H -5.621 0.014 -0.539 0.0 0.1 0.0
H -5.586 0.680 -2.164 0.0 0.0 0.0
H -4.638 1.436 -0.892 0.0 0.0 0.0
H -2.465 -3.238 2.284 0.0 0.0 0.0
H -2.722 -1.950 3.463 0.0 0.0 0.0
H -1.345 -1.886 2.350 0.1 0.0 0.0
H -4.683 -3.421 0.592 0.0 0.0 0.0
H -5.680 -2.006 0.209 0.0 0.0 0.0
H -5.422 -2.485 1.877 0.0 0.0 0.0
H -4.005 1.245 1.463 0.0 0.0 0.0
H -4.059 0.357 2.977 0.0 0.0 0.0
H -5.359 0.196 1.799 0.0 0.0 0.0
C 2.398 -2.718 3.045 0.0 0.0 0.0
C 1.657 -1.408 3.215 -0.1 0.1 -0.2
C 0.646 -1.436 4.336 0.0 0.0 0.1
O 0.975 -1.114 1.959 0.1 -0.3 0.3
H 2.946 -2.962 3.955 0.0 0.0 0.0
H 3.119 -2.665 2.225 0.0 0.0 0.0
H 1.696 -3.525 2.834 0.0 0.0 0.0
H 2.359 -0.588 3.387 0.0 0.0 0.0
H -0.041 -2.274 4.224 0.0 0.0 0.0
H 0.076 -0.507 4.368 0.0 0.0 0.0
H 1.170 -1.546 5.286 0.0 0.0 0.0
```
Positions in Å, forces in eV/Å.

Properties
E_HOMO, eV: -10.29
Total charge: +1
Frontier orbital gap, eV: 6.6
Multiplicity: 1

Mulliken population analysis, charges in e, atoms 1 to 8:
1 Ta 1.2289
2 O -0.5232
3 C 0.7532
4 C -0.4918
5 C -0.2840
6 N 0.4151
7 C 0.4522
8 C -0.9158

---

4.
Below is 2 unconnected molecules or ions with the total composition C5H8NO at a distorted geometry, with properties calculated with ωB97M-V/def2-TZVPD.

Geometry as XYZ:
```
15
Properties=species:S:1:pos:R:3:forces:R:3
C -2.773 -0.145 -0.226 0.7 0.8 0.4
C -0.963 1.327 0.028 0.4 -5.4 0.8
C 0.817 -0.092 0.105 -3.4 2.0 -0.7
C 2.026 0.235 -0.584 -0.6 2.9 2.5
C 0.386 -1.286 0.757 2.3 0.8 0.5
N -3.442 -0.868 -0.801 -0.4 -0.6 -0.5
O -2.048 0.651 0.525 0.4 0.1 -0.4
H -0.637 1.888 0.765 1.6 3.0 3.2
H -0.889 1.624 -0.931 -0.2 0.8 -3.2
H 2.499 1.216 -0.147 -0.8 -1.7 -0.7
H 1.753 0.485 -1.551 -1.1 1.3 -2.2
H 2.664 -0.521 -0.789 2.6 -2.6 0.4
H -0.201 -1.856 0.013 1.1 -0.9 -0.3
H -0.422 -1.101 1.373 -1.9 0.9 1.6
H 1.231 -1.554 1.463 -0.7 -1.3 -1.4
```
Positions in Å, forces in eV/Å.

Properties
E_HOMO, eV: -14.73
Total charge: +1
Frontier orbital gap, eV: 8.4
Multiplicity: 1
ΔE to the lowest compared entry with this formula, charge and spin, kcal/mol: 150.9

Mulliken population analysis, charges in e, atoms 1 to 8:
1 C 0.4871
2 C -0.4981
3 C 0.4922
4 C -1.1070
5 C -1.0682
6 N -0.3044
7 O -0.3207
8 H 0.5247

---

5.
Below is a molecular structure, C10H8Cl2FNO5W, with properties calculated with ωB97M-V/def2-TZVPD.

Geometry as XYZ:
```
28
Properties=species:S:1:pos:R:3:forces:R:3
W -0.508 -0.060 -0.342 -0.3 0.0 0.3
O 2.452 2.060 -1.158 0.0 0.0 0.0
C 1.643 1.163 -0.507 0.1 0.0 0.0
O 0.409 1.701 -0.169 0.1 0.1 0.0
C 2.234 0.633 0.807 0.1 0.0 -0.1
O 1.109 -0.106 1.332 -0.1 0.1 -0.1
C 1.304 -1.392 1.885 0.2 0.0 0.0
C 0.021 -2.177 1.677 -0.1 0.0 -0.1
O -0.218 -3.178 2.282 0.0 0.0 0.0
O -0.778 -1.661 0.730 0.0 -0.1 0.2
H 1.858 2.735 -1.513 0.0 0.0 0.0
H 3.086 -0.027 0.647 0.0 0.0 0.0
H 2.475 1.449 1.484 0.0 0.0 0.0
H 2.115 -1.923 1.375 0.0 0.0 0.0
H 1.533 -1.333 2.948 0.0 0.0 0.0
Cl 4.151 -0.178 -2.173 0.0 0.0 0.0
C 2.752 -0.625 -3.095 0.0 0.0 0.0
C 2.948 -1.133 -4.367 0.0 0.0 0.0
C 1.888 -1.663 -5.083 0.0 0.0 0.0
C 0.633 -1.721 -4.500 0.0 0.0 0.0
C 0.459 -1.189 -3.240 0.0 0.0 -0.1
Cl -1.144 -1.376 -2.513 0.0 0.0 0.0
C 1.479 -0.565 -2.508 0.2 -0.1 0.1
N 1.199 -0.065 -1.248 -0.1 0.2 -0.1
H 3.948 -1.138 -4.776 0.0 0.0 0.0
H 2.046 -2.063 -6.075 0.0 0.0 0.0
H -0.204 -2.176 -5.010 0.0 0.0 0.0
F -1.926 1.008 -0.994 0.0 -0.1 -0.1
```
Positions in Å, forces in eV/Å.

Properties
E_HOMO (spin up / spin down), eV: -7.41 / -7.60
Total charge: 0
Frontier orbital gap (spin up / spin down), eV: 7.6 / 7.7
Multiplicity: 1

Mulliken population analysis, charges in e, atoms 1 to 8:
1 W 1.1519
2 O -0.4765
3 C 0.5319
4 O -0.6950
5 C -0.4555
6 O -0.3286
7 C -0.0967
8 C 0.4026

---

6.
Below is 2 unconnected molecules or ions with the total composition C4H10N2O2 at a distorted geometry, with properties calculated with ωB97M-V/def2-TZVPD.

Geometry as XYZ:
```
18
Properties=species:S:1:pos:R:3:forces:R:3
C 1.293 1.865 -0.324 -1.4 -0.2 -1.4
C 1.097 1.496 1.115 0.2 -0.1 1.4
N -0.206 1.358 1.558 1.0 0.5 -1.3
O 2.030 1.382 1.893 0.0 -0.3 -0.2
H 1.079 2.929 -0.443 0.4 0.1 0.1
H 0.545 1.384 -0.987 0.3 0.3 0.7
H 2.235 1.596 -0.786 0.5 0.2 0.7
H -0.378 1.171 2.533 -0.1 0.3 -0.2
H -0.889 1.668 0.881 -0.4 -0.5 0.6
C -0.816 -1.885 0.482 -0.7 -0.4 0.7
C -0.809 -1.142 -0.810 0.3 0.8 -0.6
N -0.523 -1.789 -1.974 0.0 -0.2 0.4
O -0.969 0.071 -0.816 -0.4 -0.5 -0.3
H -0.065 -2.657 0.641 0.3 0.2 -0.4
H -1.775 -2.386 0.657 0.0 0.2 -0.2
H -0.720 -1.097 1.224 0.1 -0.2 0.2
H -0.362 -1.206 -2.785 -0.4 -0.3 0.1
H -0.766 -2.760 -2.060 0.3 -0.1 -0.2
```
Positions in Å, forces in eV/Å.

Properties
E_HOMO, eV: -9.24
Total charge: 0
SMILES: CC(N)=O.CC(N)=O
Frontier orbital gap, eV: 9.9
Multiplicity: 1
ΔE to the lowest compared entry with this formula, charge and spin, kcal/mol: 17.0

Mulliken population analysis, charges in e, atoms 1 to 8:
1 C -0.9427
2 C 0.6918
3 N -0.4019
4 O -0.6422
5 H 0.2916
6 H 0.2956
7 H 0.3033
8 H 0.2274

---

7.
Below is a gas-phase ion, CH6N3 (charge +1) at a distorted geometry, with properties calculated with ωB97M-V/def2-TZVPD.

Geometry as XYZ:
```
10
Properties=species:S:1:pos:R:3:forces:R:3
N -0.181 0.752 1.095 -1.1 0.4 -0.5
C -0.198 -0.064 0.071 7.2 -3.2 -0.2
N -1.042 -0.097 -0.921 0.3 0.4 1.8
N 1.095 -0.974 -0.018 -5.0 3.8 2.8
H -0.894 1.473 1.049 0.3 0.1 0.8
H 0.618 0.837 1.724 -0.6 -0.1 -0.3
H -1.696 0.656 -0.883 -0.9 0.0 -1.0
H -0.775 -0.649 -1.700 -0.5 -0.2 -1.0
H 1.885 -0.541 0.470 -0.4 -0.5 -0.7
H 1.188 -1.392 -0.887 0.7 -0.8 -1.7
```
Positions in Å, forces in eV/Å.

Properties
E_HOMO, eV: -15.55
Total charge: +1
SMILES: NC(N)=[NH2+]
Frontier orbital gap, eV: 11.7
Multiplicity: 1
ΔE to the lowest compared entry with this formula, charge and spin, kcal/mol: 23.7

Mulliken population analysis, charges in e, atoms 1 to 8:
1 N -0.3483
2 C 0.7480
3 N -0.3163
4 N -0.4836
5 H 0.2265
6 H 0.2462
7 H 0.2294
8 H 0.2311

---

8.
Below is 2 unconnected molecules or ions with the total composition C2H5OP at a distorted geometry, with properties calculated with ωB97M-V/def2-TZVPD.

Geometry as XYZ:
```
9
Properties=species:S:1:pos:R:3:forces:R:3
C -1.503 1.572 0.150 -1.7 4.5 0.6
C -0.754 -0.623 -0.108 3.3 -0.2 0.3
O -1.698 0.368 0.245 -0.4 -2.9 0.5
P 3.028 0.297 -0.036 0.2 1.2 -0.5
H -0.536 1.930 -0.181 1.4 -0.8 -0.5
H -0.390 -1.224 0.755 -1.0 0.3 -0.3
H 0.230 -0.148 -0.447 -1.5 -0.3 -0.1
H -1.211 -1.218 -0.860 -0.1 -0.7 -0.6
H 2.835 -0.953 0.481 -0.2 -1.2 0.5
```
Positions in Å, forces in eV/Å.

Properties
E_HOMO (spin up / spin down), eV: -7.85 / -7.85
Total charge: 0
Frontier orbital gap (spin up / spin down), eV: 6.0 / 6.0
Multiplicity: 1
ΔE to the lowest compared entry with this formula, charge and spin, kcal/mol: 152.3

Mulliken population analysis, charges in e, atoms 1 to 8:
1 C -0.1775
2 C -0.3032
3 O -0.1462
4 P 0.0239
5 H 0.1165
6 H 0.2443
7 H -0.0294
8 H 0.2538